# 1
Here is a 2-piece molecular cluster, C3H10NO2 overall from the Open Molecules 2025 dataset. Energies are from ωB97M-V/def2-TZVPD.

XYZ file:
```
16
Properties=species:S:1:pos:R:3:forces:R:3:lowdin_charge:R:1
C 0.60707 0.43572 1.55926 0.0599 -0.6167 0.8342 -0.31
C 0.55060 0.09529 0.09015 -0.0802 -0.9018 -0.2466 -0.23
C -0.45673 0.96443 -0.72303 0.4069 -0.3517 1.2216 -0.51
O -0.49715 0.70223 -2.01957 0.4131 0.4139 -0.8115 -0.30
N 0.94852 -0.67532 2.50966 0.5859 -0.2035 -0.5179 -0.05
H -0.39229 0.71732 1.88678 -0.0713 0.5884 -0.1811 0.09
H 1.33122 1.21747 1.79254 -0.2878 0.3463 -0.1344 0.10
H 1.52784 0.00109 -0.38693 0.2696 0.7084 -0.0617 0.10
H 0.21521 -0.93915 -0.00611 -0.4632 -0.2862 0.1198 0.09
H -0.19255 1.99460 -0.39681 0.1216 0.5844 -0.4800 0.08
H -1.40920 0.81958 -0.15757 -0.3255 -0.1993 -0.1197 0.09
H 1.96247 -0.70367 2.62364 -0.2331 -0.0322 -0.0414 0.04
H 0.72991 -1.55418 2.03970 -0.0790 0.1267 0.1647 0.04
H -1.54056 -1.80212 -2.87983 -0.0979 0.0646 -0.0277 -0.02
H -1.36193 -0.27081 -2.81744 -0.4784 -0.1211 0.6138 -0.03
O -2.02245 -1.00246 -3.11444 0.2595 -0.1201 -0.3321 -0.18
```
Positions in Å, forces in eV/Å.

* lowest unoccupied orbital energy: 4.1 eV
* gap between HOMO and LUMO: 7.28 eV
* strongest force on any atom: 0.0260 Eh/bohr
* charge: -1

***

# 2
Here is a 2-piece molecular cluster, C6H15OP overall from the Open Molecules 2025 dataset. Energies are from ωB97M-V/def2-TZVPD.

XYZ file:
```
23
Properties=species:S:1:pos:R:3:forces:R:3:lowdin_charge:R:1
C -0.25446 1.17286 -1.95430 1.6382 -1.6240 2.5509 -0.17
C -0.07611 0.13886 1.83162 -1.2708 -2.5728 -2.0772 -0.14
C 1.31259 2.01088 0.99832 -1.4633 0.0197 0.5962 -0.13
C -2.53403 -2.29770 -0.60301 -0.9954 1.0140 0.5383 -0.33
C 1.27579 -1.32138 -1.46199 1.2480 -3.7709 -0.9849 -0.31
C 1.00056 0.57116 0.89284 1.6288 -1.3964 -1.2220 -0.55
O -1.45531 -2.19318 0.21087 1.0333 1.9668 0.8235 -0.28
P 0.39471 0.04438 -0.83339 -1.1342 1.9676 0.3981 0.99
H -0.87988 2.00144 -1.79284 -0.3830 0.9781 0.7710 -0.01
H -0.40808 0.72917 -2.86850 -0.1713 -0.9767 -2.2149 -0.04
H 0.33476 -0.22446 2.74041 0.1800 0.1097 1.1020 0.06
H -0.78609 0.95962 1.92740 -0.3055 -0.3520 0.2893 0.09
H -0.52850 -0.81800 1.26240 0.0208 1.9934 1.8975 0.07
H 0.52432 2.54611 0.51993 -0.9440 0.8023 0.1619 0.07
H 2.14307 2.32880 0.48517 2.3712 0.5016 -0.9818 0.05
H 1.37169 2.22109 2.05562 0.0762 0.5513 0.2492 0.09
H -2.14753 -2.82875 -1.41417 -0.1813 -0.2285 -2.7751 0.03
H -3.32384 -1.43404 -0.78796 2.0012 -0.8456 0.0440 0.10
H -3.18682 -3.02510 -0.19108 -1.0522 -1.1009 0.9317 0.05
H 2.30175 -1.38761 -1.98934 -1.5008 1.1329 0.7958 0.08
H 1.42529 -2.01950 -0.54621 -0.6152 1.0305 -1.4797 0.08
H 0.55439 -1.85639 -2.17908 0.9641 0.5809 1.1688 0.07
H 1.96091 0.00062 1.10292 -1.1448 0.2193 -0.5822 0.13
```
Positions in Å, forces in eV/Å.

* lowest unoccupied orbital energy (spin up / spin down): -0.3 / -0.9 eV
* gap between HOMO and LUMO (spin up / spin down): 8.01 / 5.54 eV
* strongest force on any atom: 0.0796 Eh/bohr
* charge: 0

***

# 3
Here is a 2-piece molecular cluster, C9H14 overall from the Open Molecules 2025 dataset. Energies are from ωB97M-V/def2-TZVPD.

XYZ file:
```
23
Properties=species:S:1:pos:R:3:forces:R:3:lowdin_charge:R:1
C 1.57285 -0.89275 -2.09329 -0.0297 -0.1544 0.2587 -0.05
C 0.64042 -1.09972 -0.92155 0.0899 0.0457 -0.4328 -0.29
C -0.74252 -1.11814 -1.13333 0.7609 0.0158 0.0702 -0.07
C -1.59593 -1.32175 -0.06771 -0.3105 -0.0880 0.0986 -0.09
C -1.11023 -1.43457 1.23342 0.0103 -0.2121 0.0082 -0.11
C 0.25389 -1.40411 1.44181 0.6956 -0.2317 -0.5152 -0.10
C 1.12933 -1.27218 0.36051 -0.3235 0.0364 0.3070 -0.06
H 1.62134 0.16218 -2.35205 0.1311 0.1803 0.0167 0.08
H 1.21279 -1.40951 -2.98013 -0.0104 -0.1248 -0.0381 0.07
H 2.58064 -1.25296 -1.86241 -0.1510 0.1287 -0.0787 0.08
H -1.06417 -0.96910 -2.15849 -0.3928 -0.1510 0.1450 0.11
H -2.65304 -1.45321 -0.23711 -0.1944 0.2210 -0.0620 0.10
H -1.78943 -1.59348 2.06465 0.0283 0.0441 -0.1140 0.10
H 0.72652 -1.54733 2.39861 -0.3145 0.0435 0.4153 0.10
H 2.19662 -1.31683 0.54486 0.0019 0.0865 -0.0839 0.11
C -0.41565 2.18262 1.46324 -0.8810 -0.6467 0.1155 -0.16
C -0.27040 2.37276 -0.04283 -0.3358 -0.2476 0.4977 -0.16
H -1.43305 2.41234 1.79753 0.1037 0.5323 -0.0755 0.07
H -0.39643 1.11312 1.68249 0.5927 0.0903 0.0671 0.03
H 0.29574 2.71089 2.08784 0.1391 0.1114 -0.0272 0.06
H 0.73114 2.10740 -0.35863 0.2565 0.1973 -0.1924 0.06
H -0.55005 3.37584 -0.36471 0.2042 -0.0150 -0.0864 0.06
H -0.94041 1.64847 -0.50272 -0.0706 0.1381 -0.2939 0.05
```
Positions in Å, forces in eV/Å.

* lowest unoccupied orbital energy: 1.0 eV
* gap between HOMO and LUMO: 10.13 eV
* strongest force on any atom: 0.0214 Eh/bohr
* charge: 0

***

# 4
Here is C19H20CaF6NO6PS4Se2 as an isolated structure from the Open Molecules 2025 dataset. Energies are from ωB97M-V/def2-TZVPD.

XYZ file:
```
60
Properties=species:S:1:pos:R:3:forces:R:3:lowdin_charge:R:1
Ca -0.86613 -0.14597 -0.05542 -1.2563 0.7621 0.0862 1.17
F 2.67320 -1.56624 1.60560 0.0483 -0.0377 0.0747 0.13
C 2.47555 -0.36019 1.07233 0.1832 -0.0524 -0.2630 -0.69
F 1.36534 0.15228 1.60830 -0.1309 -0.0102 0.0103 0.07
F 3.51274 0.39587 1.36879 -0.0278 0.1134 0.0950 0.13
S 2.30422 -0.50944 -0.80021 -0.0415 -1.1098 -0.0471 0.59
O 1.12236 0.24044 -1.16127 -0.1496 0.1990 0.0932 -0.45
O 3.56439 -0.14825 -1.33122 0.1810 -0.1046 -0.0808 -0.24
N 2.02014 -2.08203 -1.00059 0.0108 0.1173 0.0436 -0.29
S 0.55971 -2.62157 -0.76733 0.6755 0.2025 0.2965 0.58
O -0.38088 -2.38026 -1.82050 0.0139 -0.1702 -0.4078 -0.27
O 0.01301 -2.25904 0.54314 0.2713 -0.0879 0.0423 -0.40
C 0.90182 -4.43788 -0.64930 -0.2642 0.2302 -0.1251 -0.69
F -0.25359 -5.04944 -0.42204 -0.0164 -0.0486 0.0067 0.15
F 1.73568 -4.70222 0.34611 0.1055 0.0293 0.1079 0.15
F 1.42024 -4.89890 -1.78269 0.0572 0.0107 -0.0956 0.14
O -6.95643 0.03104 1.36897 -0.0420 -0.1041 0.2134 -0.07
C -6.16878 0.17048 0.19566 0.0781 0.0000 -0.1270 -0.26
C -4.65159 0.02151 0.41930 -0.0528 0.1372 -0.3108 -0.59
C -4.03977 0.29574 -0.96666 0.0887 -0.0737 -0.1344 -0.24
O -2.86308 -0.48035 -1.23566 0.6273 0.8374 0.0686 -0.31
C -4.20116 1.05896 1.45660 -0.2886 0.0325 0.0149 -0.59
Se -2.28557 1.37400 1.81247 0.0650 -0.1093 -0.0343 0.37
C -4.32878 -1.40138 0.86330 0.1645 -0.1343 0.1549 -0.60
Se -4.63084 -2.79375 -0.51224 -0.2135 -0.2403 0.1735 0.36
H -6.80572 -0.87031 1.67631 -0.0602 0.0308 0.0199 0.07
H -6.39108 1.16779 -0.19846 0.0423 -0.0118 0.0254 0.12
H -6.47330 -0.58081 -0.54170 0.0554 0.0564 -0.0220 0.08
H -3.76630 1.34625 -1.07275 0.0302 0.0195 0.0366 0.11
H -4.76184 0.03231 -1.74639 -0.0210 0.0942 0.0665 0.11
H -3.20165 -1.40779 -1.31726 -0.1218 -0.5319 -0.0251 -0.07
H -4.67104 0.80507 2.40788 0.0695 0.0591 0.0026 0.05
H -4.60906 2.02779 1.14934 0.0484 -0.0100 0.0482 0.05
H -4.88666 -1.62678 1.77754 -0.0202 -0.0700 -0.0417 0.05
H -3.27854 -1.43963 1.16855 -0.1045 0.0015 0.0003 0.02
S 2.39606 3.59689 -2.89924 -0.0744 0.0969 0.0629 0.10
P 1.50091 4.10648 -1.20288 -0.0058 -0.4249 -0.0173 -0.05
S 1.88622 3.11684 0.47578 -0.0007 0.0724 0.0455 0.20
C 1.79956 5.88901 -0.90798 -0.0054 0.1213 -0.1867 -0.39
C 1.34784 6.81598 -1.84551 -0.0336 -0.0362 -0.0350 -0.10
C 1.60198 8.16445 -1.68112 0.0087 0.1061 0.0029 -0.10
C 2.32614 8.60604 -0.57818 -0.0316 0.1123 -0.0704 -0.12
C 2.78065 7.68900 0.35202 0.0638 0.0531 0.0986 -0.11
C 2.51428 6.33668 0.18888 0.0209 -0.0924 0.1497 -0.12
C -0.32415 4.11015 -1.43515 -0.0483 0.0746 -0.0434 -0.39
C -0.91854 3.51645 -2.54225 0.1668 -0.0122 0.0078 -0.12
C -2.29783 3.54539 -2.69888 -0.0976 0.0485 -0.0359 -0.10
C -3.09214 4.19002 -1.76111 -0.0464 -0.1226 -0.0202 -0.12
C -2.50681 4.76544 -0.64158 -0.0725 -0.0215 -0.0064 -0.10
C -1.13538 4.71722 -0.47871 0.1556 0.0003 0.0689 -0.11
H 0.79868 6.46838 -2.71234 0.0048 -0.0281 -0.0165 0.10
H 1.24016 8.87525 -2.41515 0.0017 0.0091 0.0060 0.09
H 2.53020 9.66290 -0.44948 -0.0004 0.0051 0.0020 0.09
H 3.34275 8.02128 1.21696 0.0074 0.0278 0.0016 0.09
H 2.84933 5.61051 0.91998 -0.0057 -0.0265 -0.0221 0.05
H -0.27884 3.04513 -3.27972 -0.0033 0.0056 -0.0080 0.06
H -2.75099 3.07378 -3.56350 -0.0025 -0.0075 0.0192 0.10
H -4.16824 4.21694 -1.88710 -0.0074 -0.0050 0.0032 0.09
H -3.12223 5.22797 0.11888 -0.0238 0.0191 0.0125 0.10
H -0.68343 5.13942 0.41067 0.0250 -0.0014 0.0148 0.11
```
Positions in Å, forces in eV/Å.

* lowest unoccupied orbital energy: 4.3 eV
* gap between HOMO and LUMO: 6.20 eV
* strongest force on any atom: 0.0286 Eh/bohr
* charge: -2

***

# 5
Here is C4H4CsO2 as an isolated structure from the Open Molecules 2025 dataset. Energies are from ωB97M-V/def2-TZVPD.

XYZ file:
```
11
Properties=species:S:1:pos:R:3:forces:R:3:lowdin_charge:R:1
O -3.10441 -0.54361 0.67927 0.4811 -0.2313 -0.7945 0.42
C -2.25628 -0.12361 0.06621 -0.8450 0.3666 1.3016 0.07
C -1.22251 0.63820 -0.44238 -0.4560 0.7796 -0.1967 0.18
C 0.11269 0.10957 -0.68553 1.5346 0.2813 0.1352 -0.25
C 1.25398 0.73290 0.05804 -0.2649 0.3538 -0.6384 -0.03
H 0.32470 -0.34097 -1.65803 -0.2425 0.1211 0.0578 0.18
H 2.22556 0.69274 -0.43808 -0.2077 0.0791 0.2713 0.14
H 1.06124 1.54667 0.75856 0.1072 -0.1322 -0.2295 0.14
H -1.47445 1.71388 -0.51476 0.0064 -0.5430 -0.2332 0.19
Cs 2.37304 -3.91083 1.74082 0.1158 -0.1335 0.0844 0.98
O 0.70645 -0.51495 0.43588 -0.2290 -0.9417 0.2420 -0.04
```
Positions in Å, forces in eV/Å.

* lowest unoccupied orbital energy (spin up / spin down): -8.4 / -11.4 eV
* gap between HOMO and LUMO (spin up / spin down): 10.51 / 7.36 eV
* strongest force on any atom: 0.0310 Eh/bohr
* multiplicity: 2
* charge: +2

***

So what do the calculations give for total energy? Going down the list: -325.53369; -653.97343; -351.32362; -9256.23337; -324.72665 Ha.